No. 1
The following is a DFT calculation (ωB97M-V/def2-TZVPD) of a molecular structure, C8H17BaN5O5S2.

```
38
Properties=species:S:1:pos:R:3:mulliken_charge:R:1
C -1.173 1.792 3.293 -1.06
S -2.035 1.048 1.956 1.44
O -2.657 -0.121 2.467 -0.55
O -2.807 2.057 1.276 -0.63
C -0.653 0.624 0.734 -0.13
C -0.619 1.909 -0.081 -1.41
O 0.603 2.016 -0.925 -0.27
N 0.178 2.694 -2.164 0.14
O 0.680 2.257 -3.102 -0.14
N 0.529 0.338 1.480 -0.14
C 0.459 -0.976 1.972 0.03
O 1.001 -1.321 2.967 -0.57
C -0.460 -1.724 1.053 -1.18
C -0.879 -0.713 -0.025 1.07
S -2.702 -0.858 -0.413 -0.07
C -0.187 -0.904 -1.403 -2.22
C 1.265 -1.378 -1.571 0.99
N 1.438 -2.698 -1.049 -0.55
N 2.248 -0.515 -0.905 -0.38
N 1.447 -1.404 -3.047 -0.65
H -0.462 2.547 2.971 0.28
H -1.950 2.215 3.918 0.49
H -0.636 1.019 3.836 0.38
H -1.490 1.925 -0.731 0.49
H -0.652 2.767 0.586 0.88
H 0.986 1.040 2.041 0.36
H -1.318 -2.022 1.654 0.57
H -0.015 -2.644 0.707 0.41
H -2.578 -2.066 -0.945 0.30
H -0.770 -1.671 -1.901 0.80
H -0.326 -0.017 -2.018 0.19
H 0.713 -3.324 -1.363 0.25
H 2.341 -3.087 -1.278 0.28
H 3.121 -1.018 -0.792 0.29
H 2.456 0.256 -1.526 0.14
H 1.274 -0.504 -3.481 0.17
H 2.400 -1.673 -3.265 0.27
Ba 1.229 4.131 -0.929 1.75
```

The value obtained for the LUMO energy is -10.947 eV. Its spin multiplicity is 1. The value obtained for the total energy is -48601.58273 eV. The calculation puts the orbital gap at 3.4 eV. The total charge is +2.


No. 2
The following is a DFT calculation (ωB97M-V/def2-TZVPD) of a molecular structure, C8H17CdNO7P.

```
35
Properties=species:S:1:pos:R:3:mulliken_charge:R:1
C 4.516 -0.444 -1.123 -1.29
C 3.269 0.344 -1.521 -0.25
C 2.209 0.258 -0.435 -0.64
O 1.118 1.153 -0.764 -0.39
C -0.125 0.761 -0.489 1.39
C -0.596 -0.511 -1.342 -1.16
C -1.043 -1.798 -0.685 -0.55
O -2.485 -1.712 -0.567 -0.31
C -3.055 -2.281 0.514 0.07
O -3.941 -1.783 1.102 -0.35
O -0.945 1.775 -0.688 -0.44
P -2.478 1.710 0.231 -0.48
O -1.641 0.612 1.398 -0.32
C -0.365 0.482 1.235 0.11
O 0.398 1.410 1.850 -0.31
N -0.330 2.011 3.052 0.38
O 0.331 2.802 3.516 -0.23
H 5.232 -0.490 -1.952 0.37
H 4.278 -1.484 -0.848 0.34
H 5.028 0.024 -0.270 0.34
H 2.853 -0.031 -2.469 0.29
H 3.520 1.405 -1.666 0.31
H 2.612 0.563 0.542 0.32
H 1.834 -0.777 -0.332 0.31
H 0.232 -0.673 -2.042 0.40
H -1.450 -0.170 -1.939 0.61
H -0.784 -2.679 -1.283 0.47
H -0.624 -1.942 0.322 0.36
H -2.613 -3.257 0.794 0.44
H -3.563 1.700 1.157 0.19
H -1.984 2.933 0.857 0.20
H -2.958 2.484 -0.874 0.22
H -3.017 0.492 -0.346 0.17
H -0.002 -0.527 1.509 0.46
Cd -3.431 -2.360 3.555 -0.02
```

The value obtained for the LUMO energy is -7.931 eV. Its spin multiplicity is 1. The value obtained for the total energy is -38230.57199 eV. The calculation puts the orbital gap at 2.2 eV. The total charge is +1.


No. 3
The following is a DFT calculation (ωB97M-V/def2-TZVPD) of a molecular structure, C8H17CdOP2.

```
29
Properties=species:S:1:pos:R:3:mulliken_charge:R:1
C 0.893 0.130 -1.827 -0.85
C 0.975 1.465 -1.948 -0.12
C 0.052 2.392 -1.446 -0.45
C -1.183 2.322 -0.746 -0.30
C -1.736 1.228 -0.205 -0.50
Cd 0.098 0.374 0.116 0.12
P 2.166 -1.866 0.189 -0.23
H 1.569 -0.540 -2.376 0.37
H 1.757 1.967 -2.507 0.23
H 0.279 3.437 -1.731 0.12
H -2.737 1.239 0.207 0.32
H -1.667 3.329 -0.733 0.14
H 2.734 -2.045 1.491 0.05
H 3.394 -1.972 -0.536 0.09
H 1.702 -3.197 -0.018 0.03
C -1.865 -3.911 2.195 -1.20
P -1.488 -2.144 2.254 1.29
C -2.987 -1.251 2.693 -1.21
C -0.246 -1.842 3.525 -1.10
O -0.939 -1.641 0.940 -0.70
H -2.555 -4.161 1.378 0.32
H -2.344 -4.153 3.147 0.37
H -0.951 -4.510 2.095 0.31
H -3.338 -1.660 3.644 0.39
H -2.723 -0.188 2.782 0.33
H -3.736 -1.385 1.902 0.32
H 0.754 -1.937 3.089 0.14
H -0.418 -0.818 3.877 0.35
H -0.408 -2.566 4.327 0.37
```

As for the energy above the lowest of the compared OMol25 structures with the same formula, charge and spin: 2.676 eV. The value obtained for the LUMO energy (alpha / beta) is 2.647 / 2.616 eV. Its spin multiplicity is 1. The value obtained for the total energy is -33755.31938 eV. The calculation puts the orbital gap (alpha / beta) at 3.2 / 3.4 eV. The total charge is -1.


No. 4
The following is a DFT calculation (ωB97M-V/def2-TZVPD) of 2 unconnected molecules or ions with the total composition C8H17Cl5O3P.

```
34
Properties=species:S:1:pos:R:3:mulliken_charge:R:1
C -3.223 0.466 -0.202 -0.32
O -2.843 -0.984 -0.234 -0.46
C -1.435 -0.972 0.221 -0.24
C -0.626 -2.382 -0.055 -0.33
C 0.550 -2.707 1.041 -0.50
C 2.082 -2.452 0.514 -0.77
P 2.539 -0.596 0.272 0.27
O 3.026 1.071 -0.101 -0.46
C 2.814 1.454 -1.536 -0.31
C 2.098 0.133 -2.269 0.08
Cl 2.717 -0.093 -4.032 -0.28
O 2.461 -1.035 -1.448 -0.36
H -4.355 0.575 0.096 0.26
H -3.059 0.970 -1.259 0.22
H -2.543 0.984 0.628 0.13
H -1.343 -0.774 1.394 0.15
H -0.907 -0.096 -0.391 0.21
H -0.281 -2.383 -1.173 0.18
H -1.439 -3.244 0.044 0.24
H 0.307 -2.141 2.049 0.25
H 0.454 -3.867 1.306 0.29
H 2.360 -3.029 -0.479 0.28
H 2.802 -2.872 1.359 0.31
H 1.201 -0.062 0.296 -0.32
H 2.500 -0.365 1.723 -0.02
H 3.976 -0.867 0.406 -0.03
H 3.881 1.451 -2.067 0.25
H 2.262 2.461 -1.763 0.21
H 0.925 0.107 -2.242 0.11
C -3.380 4.250 1.581 0.36
Cl -3.038 5.539 2.763 -0.11
Cl -4.055 2.834 2.424 -0.09
Cl -4.555 4.843 0.380 -0.11
Cl -1.870 3.786 0.755 -0.06
```

The value obtained for the LUMO energy is 1.775 eV. Its spin multiplicity is 1. The value obtained for the total energy is -86610.84358 eV. The calculation puts the orbital gap at 6.1 eV. The total charge is -1.


No. 5
The following is a DFT calculation (ωB97M-V/def2-TZVPD) of a molecular structure, C8H17ClGdI2O2P.

```
32
Properties=species:S:1:pos:R:3:mulliken_spin:R:1
I -0.616 4.292 1.809 -0.02
I 1.905 3.618 0.813 -0.03
Gd -0.003 1.253 1.069 7.70
P -1.177 0.881 -1.842 -0.36
C -0.340 1.043 -3.506 -0.02
C -2.673 -0.092 -2.310 -0.02
H -2.488 2.521 -0.679 -0.01
H -2.448 2.866 -2.415 0.00
H -1.031 3.277 -1.450 -0.01
C -1.842 2.551 -1.561 -0.01
H -3.296 -0.170 -1.407 0.00
H -3.271 0.389 -3.106 -0.01
H -1.013 1.463 -4.305 -0.01
H 0.016 0.041 -3.870 0.00
H -2.379 -1.095 -2.666 0.00
H 0.531 1.743 -3.412 0.00
C 1.911 -0.107 -1.325 0.00
O 2.850 -0.405 -1.899 0.00
Cl -2.284 0.334 1.479 -0.12
C 0.857 -3.000 2.699 0.00
C 1.015 -1.986 3.855 0.00
C 0.668 -0.669 3.163 0.00
O 0.932 -0.875 1.761 -0.08
C 1.456 -2.265 1.525 0.00
H 1.273 -3.960 2.986 0.00
H -0.201 -3.156 2.510 0.00
H 2.012 -2.011 4.255 0.00
H 0.355 -2.218 4.676 0.00
H -0.406 -0.512 3.219 -0.01
H 1.272 0.109 3.676 0.00
H 2.551 -2.421 1.599 0.00
H 1.040 -2.627 0.606 0.00
```

The value obtained for the LUMO energy (alpha / beta) is -10.012 / -9.781 eV. Its spin multiplicity is 8. The value obtained for the total energy is -71499.34839 eV. The calculation puts the orbital gap (alpha / beta) at 5.9 / 6.6 eV. The total charge is +2.


No. 6
The following is a DFT calculation (ωB97M-V/def2-TZVPD) of a molecular structure, C8H17ClGdINO3P.

```
33
Properties=species:S:1:pos:R:3:mulliken_spin:R:1
C -1.302 0.513 -1.434 -0.04
C -1.795 -0.501 -0.422 -0.01
H -1.924 0.415 -2.335 0.00
H -0.222 0.372 -1.842 0.01
H -1.491 1.535 -1.042 -0.01
O -2.406 -1.527 -0.699 0.00
I 0.108 -0.548 2.264 -0.02
Gd 1.317 1.250 -0.571 7.54
P 1.026 -1.877 -0.595 -0.27
C 0.151 -3.256 0.247 -0.01
C 0.396 -2.387 -2.257 -0.02
H 3.386 -1.941 -1.216 0.00
H 2.656 -3.578 -1.044 0.00
H 3.113 -2.643 0.421 0.00
C 2.728 -2.574 -0.606 0.00
H 0.809 -1.741 -3.032 0.00
H 0.727 -3.415 -2.367 0.00
H 0.515 -4.184 -0.193 0.00
H -0.910 -3.157 0.018 0.00
H -0.692 -2.330 -2.204 0.00
H 0.321 -3.269 1.327 0.00
C -1.690 -0.028 1.062 0.01
O -2.539 0.684 1.556 0.00
Cl 2.815 1.256 -2.534 -0.15
C -0.623 3.010 2.835 0.00
C -0.285 3.479 1.476 -0.01
N -0.723 4.675 1.124 0.00
O 0.387 2.814 0.584 -0.02
H -0.883 3.866 3.473 0.00
H 0.240 2.501 3.260 0.00
H -1.477 2.335 2.786 0.00
H -0.501 4.986 0.179 0.00
H -1.233 5.265 1.783 0.00
```

The value obtained for the LUMO energy (alpha / beta) is -10.343 / -7.670 eV. Its spin multiplicity is 8. The value obtained for the total energy is -66936.02651 eV. The calculation puts the orbital gap (alpha / beta) at 5.5 / 8.4 eV. The total charge is +2.


Please write out number 2 again, unchanged.
The following is a DFT calculation (ωB97M-V/def2-TZVPD) of a molecular structure, C8H17CdNO7P.

```
35
Properties=species:S:1:pos:R:3:mulliken_charge:R:1
C 4.516 -0.444 -1.123 -1.29
C 3.269 0.344 -1.521 -0.25
C 2.209 0.258 -0.435 -0.64
O 1.118 1.153 -0.764 -0.39
C -0.125 0.761 -0.489 1.39
C -0.596 -0.511 -1.342 -1.16
C -1.043 -1.798 -0.685 -0.55
O -2.485 -1.712 -0.567 -0.31
C -3.055 -2.281 0.514 0.07
O -3.941 -1.783 1.102 -0.35
O -0.945 1.775 -0.688 -0.44
P -2.478 1.710 0.231 -0.48
O -1.641 0.612 1.398 -0.32
C -0.365 0.482 1.235 0.11
O 0.398 1.410 1.850 -0.31
N -0.330 2.011 3.052 0.38
O 0.331 2.802 3.516 -0.23
H 5.232 -0.490 -1.952 0.37
H 4.278 -1.484 -0.848 0.34
H 5.028 0.024 -0.270 0.34
H 2.853 -0.031 -2.469 0.29
H 3.520 1.405 -1.666 0.31
H 2.612 0.563 0.542 0.32
H 1.834 -0.777 -0.332 0.31
H 0.232 -0.673 -2.042 0.40
H -1.450 -0.170 -1.939 0.61
H -0.784 -2.679 -1.283 0.47
H -0.624 -1.942 0.322 0.36
H -2.613 -3.257 0.794 0.44
H -3.563 1.700 1.157 0.19
H -1.984 2.933 0.857 0.20
H -2.958 2.484 -0.874 0.22
H -3.017 0.492 -0.346 0.17
H -0.002 -0.527 1.509 0.46
Cd -3.431 -2.360 3.555 -0.02
```

The value obtained for the LUMO energy is -7.931 eV. Its spin multiplicity is 1. The value obtained for the total energy is -38230.57199 eV. The calculation puts the orbital gap at 2.2 eV. The total charge is +1.


Copy entry 2 word for word.
The following is a DFT calculation (ωB97M-V/def2-TZVPD) of a molecular structure, C8H17CdNO7P.

```
35
Properties=species:S:1:pos:R:3:mulliken_charge:R:1
C 4.516 -0.444 -1.123 -1.29
C 3.269 0.344 -1.521 -0.25
C 2.209 0.258 -0.435 -0.64
O 1.118 1.153 -0.764 -0.39
C -0.125 0.761 -0.489 1.39
C -0.596 -0.511 -1.342 -1.16
C -1.043 -1.798 -0.685 -0.55
O -2.485 -1.712 -0.567 -0.31
C -3.055 -2.281 0.514 0.07
O -3.941 -1.783 1.102 -0.35
O -0.945 1.775 -0.688 -0.44
P -2.478 1.710 0.231 -0.48
O -1.641 0.612 1.398 -0.32
C -0.365 0.482 1.235 0.11
O 0.398 1.410 1.850 -0.31
N -0.330 2.011 3.052 0.38
O 0.331 2.802 3.516 -0.23
H 5.232 -0.490 -1.952 0.37
H 4.278 -1.484 -0.848 0.34
H 5.028 0.024 -0.270 0.34
H 2.853 -0.031 -2.469 0.29
H 3.520 1.405 -1.666 0.31
H 2.612 0.563 0.542 0.32
H 1.834 -0.777 -0.332 0.31
H 0.232 -0.673 -2.042 0.40
H -1.450 -0.170 -1.939 0.61
H -0.784 -2.679 -1.283 0.47
H -0.624 -1.942 0.322 0.36
H -2.613 -3.257 0.794 0.44
H -3.563 1.700 1.157 0.19
H -1.984 2.933 0.857 0.20
H -2.958 2.484 -0.874 0.22
H -3.017 0.492 -0.346 0.17
H -0.002 -0.527 1.509 0.46
Cd -3.431 -2.360 3.555 -0.02
```

The value obtained for the LUMO energy is -7.931 eV. Its spin multiplicity is 1. The value obtained for the total energy is -38230.57199 eV. The calculation puts the orbital gap at 2.2 eV. The total charge is +1.


Copy entry 3 word for word.
The following is a DFT calculation (ωB97M-V/def2-TZVPD) of a molecular structure, C8H17CdOP2.

```
29
Properties=species:S:1:pos:R:3:mulliken_charge:R:1
C 0.893 0.130 -1.827 -0.85
C 0.975 1.465 -1.948 -0.12
C 0.052 2.392 -1.446 -0.45
C -1.183 2.322 -0.746 -0.30
C -1.736 1.228 -0.205 -0.50
Cd 0.098 0.374 0.116 0.12
P 2.166 -1.866 0.189 -0.23
H 1.569 -0.540 -2.376 0.37
H 1.757 1.967 -2.507 0.23
H 0.279 3.437 -1.731 0.12
H -2.737 1.239 0.207 0.32
H -1.667 3.329 -0.733 0.14
H 2.734 -2.045 1.491 0.05
H 3.394 -1.972 -0.536 0.09
H 1.702 -3.197 -0.018 0.03
C -1.865 -3.911 2.195 -1.20
P -1.488 -2.144 2.254 1.29
C -2.987 -1.251 2.693 -1.21
C -0.246 -1.842 3.525 -1.10
O -0.939 -1.641 0.940 -0.70
H -2.555 -4.161 1.378 0.32
H -2.344 -4.153 3.147 0.37
H -0.951 -4.510 2.095 0.31
H -3.338 -1.660 3.644 0.39
H -2.723 -0.188 2.782 0.33
H -3.736 -1.385 1.902 0.32
H 0.754 -1.937 3.089 0.14
H -0.418 -0.818 3.877 0.35
H -0.408 -2.566 4.327 0.37
```

As for the energy above the lowest of the compared OMol25 structures with the same formula, charge and spin: 2.676 eV. The value obtained for the LUMO energy (alpha / beta) is 2.647 / 2.616 eV. Its spin multiplicity is 1. The value obtained for the total energy is -33755.31938 eV. The calculation puts the orbital gap (alpha / beta) at 3.2 / 3.4 eV. The total charge is -1.


Please write out number 6 again, unchanged.
The following is a DFT calculation (ωB97M-V/def2-TZVPD) of a molecular structure, C8H17ClGdINO3P.

```
33
Properties=species:S:1:pos:R:3:mulliken_spin:R:1
C -1.302 0.513 -1.434 -0.04
C -1.795 -0.501 -0.422 -0.01
H -1.924 0.415 -2.335 0.00
H -0.222 0.372 -1.842 0.01
H -1.491 1.535 -1.042 -0.01
O -2.406 -1.527 -0.699 0.00
I 0.108 -0.548 2.264 -0.02
Gd 1.317 1.250 -0.571 7.54
P 1.026 -1.877 -0.595 -0.27
C 0.151 -3.256 0.247 -0.01
C 0.396 -2.387 -2.257 -0.02
H 3.386 -1.941 -1.216 0.00
H 2.656 -3.578 -1.044 0.00
H 3.113 -2.643 0.421 0.00
C 2.728 -2.574 -0.606 0.00
H 0.809 -1.741 -3.032 0.00
H 0.727 -3.415 -2.367 0.00
H 0.515 -4.184 -0.193 0.00
H -0.910 -3.157 0.018 0.00
H -0.692 -2.330 -2.204 0.00
H 0.321 -3.269 1.327 0.00
C -1.690 -0.028 1.062 0.01
O -2.539 0.684 1.556 0.00
Cl 2.815 1.256 -2.534 -0.15
C -0.623 3.010 2.835 0.00
C -0.285 3.479 1.476 -0.01
N -0.723 4.675 1.124 0.00
O 0.387 2.814 0.584 -0.02
H -0.883 3.866 3.473 0.00
H 0.240 2.501 3.260 0.00
H -1.477 2.335 2.786 0.00
H -0.501 4.986 0.179 0.00
H -1.233 5.265 1.783 0.00
```

The value obtained for the LUMO energy (alpha / beta) is -10.343 / -7.670 eV. Its spin multiplicity is 8. The value obtained for the total energy is -66936.02651 eV. The calculation puts the orbital gap (alpha / beta) at 5.5 / 8.4 eV. The total charge is +2.